{
  "formula": "C36H33BaCl2N7O5SSeSi",
  "method": "ωB97M-V/def2-TZVPD",
  "lumo_energy_ev": 2.94,
  "gap_ev": 4.60,
  "homo_ev": -1.660,
  "relative_energy_kcal_mol": 0.00,
  "charge": -2,
  "total_energy_ev": -168340.772,
  "species": ["Ba", "Cl", "C", "C", "C", "N", "C", "O", "C", "C", "C", "C", "C", "N", "C", "C", "C", "Cl", "N", "C", "O", "C", "C", "C", "C", "C", "N", "H", "H", "H", "H", "H", "H", "H", "H", "H", "H", "Se", "N", "C", "C", "C", "C", "C", "C", "N", "H", "H", "H", "H", "C", "Si", "C", "C", "H", "H", "H", "H", "H", "H", "H", "H", "H", "C", "C", "N", "O", "H", "H", "H", "H", "H", "O", "C", "O", "C", "C", "C", "C", "S", "C", "C", "H", "H", "H", "H", "H"],
  "positions_angstrom": [[1.092252, -0.702786, 0.073429], [-1.065258, -8.010560, -0.007634], [-0.585230, -6.425461, -0.569306], [-0.135555, -5.501338, 0.356841], [0.281612, -4.213527, -0.007812], [0.784707, -3.274379, 0.919105], [0.791452, -3.567374, 2.220174], [0.296460, -4.516827, 2.857917], [1.515700, -2.549493, 3.105631], [1.411894, -2.698881, 4.487691], [2.014223, -1.768172, 5.312188], [2.729256, -0.721712, 4.734131], [2.803973, -0.666992, 3.353239], [2.212160, -1.544294, 2.551357], [0.223101, -3.856989, -1.391790], [-0.243368, -4.819410, -2.296611], [-0.647341, -6.080239, -1.899315], [-1.224503, -7.199505, -3.110984], [0.534075, -2.546675, -1.800093], [0.762995, -2.314625, -3.097323], [0.979471, -3.102948, -4.035708], [0.774675, -0.844651, -3.518006], [0.801053, -0.559361, -4.882369], [0.821375, 0.759202, -5.298414], [0.846246, 1.763505, -4.342702], [0.822967, 1.391813, -3.009773], [0.756497, 0.123274, -2.607135], [-0.107587, -5.780599, 1.394046], [0.837248, -3.535570, 4.855691], [1.924979, -1.846793, 6.389504], [3.212715, 0.040808, 5.330511], [3.351952, 0.127592, 2.853047], [-0.290199, -4.573270, -3.342068], [0.811595, -1.394078, -5.566822], [0.831709, 1.001360, -6.354986], [0.889071, 2.811142, -4.610249], [0.844504, 2.136179, -2.220965], [0.495396, 2.003017, 2.992190], [-0.255412, 0.490997, 2.454556], [-0.782652, -0.087003, 3.516131], [-1.487658, -1.329769, 3.479712], [-1.961890, -1.830812, 4.643770], [-1.774091, -1.142846, 5.889447], [-1.123636, 0.044059, 5.966036], [-0.604720, 0.618470, 4.765159], [0.050600, 1.766551, 4.692264], [-1.616836, -1.840137, 2.532950], [-2.480916, -2.780226, 4.643119], [-2.167009, -1.596583, 6.791481], [-0.978223, 0.565051, 6.903163], [5.338525, 1.921289, 1.148037], [3.758672, 1.775222, 0.036728], [3.068451, 3.575911, 0.233521], [4.582504, 1.964963, -1.703098], [5.969872, 2.773169, 0.859753], [5.945885, 1.012614, 1.079209], [5.072992, 2.048441, 2.204340], [3.830468, 4.343467, 0.038988], [2.671692, 3.745287, 1.241680], [2.243166, 3.733616, -0.467002], [5.231146, 2.850391, -1.755249], [3.828508, 2.051409, -2.492976], [5.190229, 1.086108, -1.942797], [-1.125774, 4.171991, -0.386349], [-1.085325, 2.726257, 0.038568], [-2.213160, 2.210442, 0.562388], [-0.067489, 2.050704, -0.085289], [-1.798194, 4.761058, 0.237056], [-1.488949, 4.220252, -1.416262], [-0.117788, 4.576014, -0.347275], [-3.078458, 2.698533, 0.404045], [-2.266143, 1.186457, 0.564424], [-4.360995, 3.887282, -5.255104], [-4.988612, 3.556361, -4.088044], [-5.986005, 4.168937, -3.790245], [-4.400824, 2.459215, -3.301371], [-3.181025, 1.836713, -3.603319], [-2.678461, 0.819471, -2.822249], [-3.347778, 0.372144, -1.661001], [-2.667988, -0.827864, -0.630028], [-4.601647, 0.976672, -1.398753], [-5.103347, 1.990330, -2.185110], [-3.618915, 3.286994, -5.390368], [-2.571004, 2.141794, -4.451152], [-1.738070, 0.354516, -3.078671], [-5.162473, 0.627757, -0.539488], [-6.057515, 2.446943, -1.951956]],
  "forces_ev_per_angstrom": [[-0.4, 0.5, -0.2], [0.0, 0.0, 0.0], [0.0, 0.0, 0.1], [0.1, 0.0, -0.1], [-0.1, 0.0, 0.0], [-0.1, -0.4, 0.1], [0.1, 0.2, 0.0], [0.0, 0.0, 0.0], [0.2, 0.3, -0.2], [0.1, 0.1, 0.0], [0.1, 0.1, -0.1], [-0.1, -0.1, 0.1], [0.2, 0.3, 0.1], [-0.3, -0.5, 0.2], [0.0, 0.0, -0.1], [0.0, 0.0, 0.1], [0.0, 0.0, -0.1], [0.0, 0.0, 0.0], [0.1, -0.3, -0.3], [0.1, 0.0, 0.0], [-0.1, 0.0, 0.1], [0.0, -0.1, 0.0], [0.0, 0.0, -0.1], [0.0, -0.1, 0.0], [0.0, 0.0, 0.1], [-0.1, 0.2, 0.0], [0.3, 0.1, 0.1], [0.0, 0.0, 0.0], [0.0, 0.0, 0.0], [0.0, 0.0, 0.0], [0.0, 0.0, 0.0], [0.0, 0.0, 0.0], [0.0, 0.0, 0.0], [0.0, 0.0, 0.0], [0.0, 0.0, 0.0], [0.0, 0.0, 0.0], [0.0, 0.0, 0.0], [0.0, 0.0, 0.0], [0.0, 0.0, 0.0], [0.0, 0.1, 0.0], [-0.1, -0.1, 0.0], [0.0, 0.0, -0.1], [0.0, 0.0, 0.0], [0.0, -0.1, 0.1], [0.1, 0.1, -0.1], [-0.1, -0.1, 0.0], [0.0, 0.0, 0.0], [0.0, 0.0, 0.0], [0.0, 0.0, 0.0], [0.0, 0.0, 0.0], [0.0, 0.0, 0.0], [-0.1, 0.0, 0.0], [0.0, 0.0, 0.0], [0.0, -0.1, 0.0], [0.0, 0.0, 0.0], [0.0, 0.0, 0.0], [0.0, 0.0, 0.0], [0.0, 0.0, 0.0], [0.0, 0.0, 0.0], [0.0, 0.0, 0.0], [0.0, 0.0, 0.0], [0.0, 0.0, 0.0], [0.0, 0.0, 0.0], [0.0, 0.0, 0.0], [-0.2, -0.2, 0.0], [0.0, 0.1, 0.0], [0.2, 0.1, 0.1], [0.0, 0.0, 0.0], [0.0, 0.0, 0.0], [0.0, 0.0, 0.0], [0.0, 0.0, 0.0], [-0.1, 0.0, 0.0], [0.0, 0.0, 0.0], [-0.1, 0.0, -0.1], [0.1, 0.0, 0.0], [0.0, 0.0, 0.0], [0.0, 0.0, 0.0], [0.0, 0.1, 0.0], [-0.1, -0.1, -0.1], [0.0, 0.0, 0.2], [0.0, 0.0, 0.0], [0.0, 0.0, 0.0], [0.0, 0.0, 0.0], [0.0, 0.0, 0.0], [0.0, 0.0, 0.0], [0.0, 0.0, 0.0], [0.0, 0.0, 0.0]],
  "mulliken_charge": [0.70, -0.28, -0.03, -0.74, -0.27, 0.08, -0.05, -0.85, 0.73, -0.46, -0.36, -0.60, -0.17, -0.11, -0.43, -0.51, 0.05, -0.28, 0.35, -0.18, -0.82, 0.23, -0.61, -0.50, -0.97, -0.89, 1.14, 0.73, 0.47, 0.42, 0.40, 0.14, 0.61, 0.53, 0.40, 0.48, 0.65, 0.37, -0.19, 0.47, -0.45, -0.67, -0.52, -0.78, 0.71, -0.90, 0.55, 0.43, 0.36, 0.46, -1.35, 0.69, -1.10, -1.19, 0.39, 0.29, 0.31, 0.50, 0.23, 0.03, 0.34, 0.17, 0.28, -1.53, 0.33, -0.05, 0.63, 0.49, 0.27, 0.27, 0.23, -0.20, -0.51, 0.67, -0.63, 0.87, -0.81, -0.54, -0.10, -0.23, -0.57, -0.59, 0.32, 0.17, 0.29, 0.38, 0.39]
}



{
  "formula": "C13H23BO",
  "method": "ωB97M-V/def2-TZVPD",
  "lumo_energy_ev": -0.45,
  "gap_ev": 7.95,
  "homo_ev": -8.400,
  "relative_energy_kcal_mol": 0.00,
  "total_energy_ev": -16576.861,
  "species": ["B", "C", "C", "C", "C", "C", "C", "C", "C", "C", "C", "C", "C", "C", "O", "H", "H", "H", "H", "H", "H", "H", "H", "H", "H", "H", "H", "H", "H", "H", "H", "H", "H", "H", "H", "H", "H", "H"],
  "positions_angstrom": [[-0.378197, -0.274362, -0.376826], [-0.279973, 0.882597, -1.637050], [-1.782304, -0.636785, 0.371395], [0.197906, -1.566235, -1.251118], [-2.729117, -1.601312, -0.345712], [-0.935695, -2.310672, -1.947763], [-1.978148, -2.786182, -0.942887], [2.805919, 1.494066, 2.207876], [2.923680, 1.542965, 0.694896], [1.371253, 1.848627, 2.584174], [2.006508, 0.494920, 0.077775], [0.340291, 0.906974, 1.947254], [0.606576, 0.413817, 0.576613], [-1.604543, 1.582309, -1.779480], [0.670437, 1.103067, -2.330808], [-1.497628, -1.128678, 1.308816], [-2.353047, 0.246470, 0.671886], [0.932656, -1.265616, -1.996986], [0.697847, -2.252720, -0.565784], [-3.481451, -1.970768, 0.359042], [-3.266218, -1.086797, -1.147354], [-1.416089, -1.659466, -2.683215], [-0.530718, -3.170808, -2.490836], [-1.476605, -3.342212, -0.147134], [-2.687946, -3.462146, -1.427410], [3.057009, 0.489974, 2.559756], [3.501184, 2.196627, 2.670492], [2.638483, 2.535639, 0.336885], [3.951199, 1.361499, 0.371474], [1.255825, 1.814886, 3.670056], [1.173971, 2.874296, 2.263396], [1.987761, 0.638527, -1.009884], [2.441770, -0.502775, 0.209732], [0.294897, -0.015945, 2.544576], [-0.658176, 1.345117, 2.015269], [-1.769080, 2.165624, -0.873767], [-2.407190, 0.854734, -1.841624], [-1.623047, 2.240744, -2.645725]],
  "forces_ev_per_angstrom": [[0.0, -0.6, 0.5], [-1.1, 0.4, 0.8], [-0.1, 0.2, -0.4], [0.1, 0.1, 0.0], [0.1, -0.1, 0.2], [0.1, -0.2, 0.3], [-0.2, 0.2, -0.3], [-0.1, 0.3, -0.1], [0.1, -0.3, 0.3], [0.1, -0.1, 0.1], [0.2, 0.5, -0.1], [0.0, 0.5, 0.0], [1.3, -0.6, -0.9], [0.0, 0.3, -0.5], [-0.1, 0.2, -0.4], [0.1, 0.0, 0.1], [0.0, 0.1, 0.1], [0.1, 0.1, 0.1], [0.1, -0.2, 0.1], [-0.1, 0.1, -0.1], [-0.1, 0.0, -0.1], [0.0, 0.0, -0.1], [0.0, 0.1, -0.1], [0.0, -0.1, 0.1], [0.0, -0.1, 0.0], [0.0, 0.0, 0.1], [0.0, 0.0, 0.1], [0.0, 0.0, 0.0], [0.0, 0.0, 0.0], [-0.1, 0.1, 0.0], [0.0, 0.0, 0.0], [-0.1, -0.3, 0.1], [-0.1, -0.2, 0.0], [-0.1, -0.1, -0.1], [-0.1, -0.2, 0.0], [0.0, 0.0, 0.1], [-0.1, -0.1, 0.0], [0.0, 0.0, -0.1]],
  "mulliken_charge": [0.38, 0.86, -0.65, -0.83, -0.65, -0.53, -0.76, -0.69, -1.00, -0.81, -0.40, -0.88, 0.58, -1.31, -0.59, 0.35, 0.24, 0.38, 0.38, 0.34, 0.25, 0.23, 0.35, 0.31, 0.36, 0.34, 0.36, 0.34, 0.35, 0.34, 0.36, 0.34, 0.22, 0.37, 0.23, 0.26, 0.18, 0.44]
}